# C43H39NOPTeZr

A molecular structure, C43H39NOPTeZr in a non-equilibrium geometry (ωB97M-V/def2-TZVPD, the Open Molecules 2025 dataset).

Its max |F| is 1.49 eV Å⁻¹. The net charge is +1. Its total energy is -2448.0951 Eh. The spin multiplicity is 1.

Last column: Mulliken charge in e.
Cartesian coordinates (Å):
1 Zr -0.604 -0.709 1.228  -0.4181
2 C -2.720 1.730 0.587  -1.0247
3 C -2.142 2.717 1.591  0.5507
4 C -3.249 3.251 2.498  -1.3870
5 C -1.072 2.042 2.451  1.2627
6 C -0.286 3.006 3.347  -0.3690
7 O 1.027 3.054 2.750  -0.4269
8 C 1.098 2.067 1.855  0.4822
9 N 0.010 1.410 1.641  0.0080
10 C 2.399 1.900 1.196  0.4005
11 C 3.201 3.042 1.127  -0.9953
12 C 4.434 3.010 0.502  -0.8604
13 C 4.884 1.831 -0.066  -0.7412
14 C 4.112 0.681 0.022  -1.1280
15 C 2.876 0.685 0.661  0.4798
16 P 2.002 -0.899 0.887  1.3309
17 C 3.116 -2.208 0.343  0.1626
18 C 2.999 -2.627 -0.982  -0.2784
19 C 3.852 -3.603 -1.474  -0.6695
20 C 4.806 -4.170 -0.640  -0.4950
21 C 4.908 -3.767 0.685  -0.7713
22 C 4.067 -2.784 1.181  -0.0210
23 C 1.982 -1.052 2.713  -0.1929
24 C 0.980 -1.895 3.216  -1.0169
25 C 0.728 -1.973 4.580  -0.5596
26 C 1.465 -1.190 5.458  -0.8431
27 C 2.468 -0.360 4.971  -0.7706
28 C 2.729 -0.291 3.610  -0.2882
29 H -3.505 2.191 -0.011  0.5457
30 H -3.191 0.889 1.117  0.0743
31 H -1.973 1.328 -0.103  0.0394
32 H -1.670 3.549 1.056  0.2742
33 H -3.746 2.423 3.013  0.2078
34 H -4.000 3.776 1.909  0.4440
35 H -2.882 3.946 3.256  0.3829
36 H -1.579 1.276 3.054  -0.9677
37 H -0.171 2.661 4.374  0.2512
38 H -0.687 4.017 3.342  0.4133
39 H 2.838 3.966 1.554  0.5526
40 H 5.039 3.906 0.460  0.4210
41 H 5.843 1.793 -0.563  0.4559
42 H 4.487 -0.240 -0.403  0.4615
43 H 2.232 -2.199 -1.619  0.4837
44 H 3.764 -3.927 -2.502  0.4458
45 H 5.470 -4.934 -1.022  0.3995
46 H 5.646 -4.220 1.334  0.4214
47 H 4.153 -2.469 2.213  0.4211
48 H 0.455 -2.579 2.534  1.4340
49 H -0.030 -2.649 4.956  0.5075
50 H 1.269 -1.239 6.520  0.4589
51 H 3.057 0.232 5.659  0.4761
52 H 3.517 0.357 3.246  0.5563
53 Te -3.150 -2.159 1.815  0.7170
54 C -3.818 -0.944 3.432  0.2889
55 C -5.142 -0.524 3.470  -0.4890
56 C -5.581 0.295 4.503  -0.6364
57 C -4.700 0.696 5.496  -0.6648
58 C -3.378 0.272 5.464  -0.4682
59 C -2.938 -0.545 4.433  -0.4626
60 C -3.063 -3.979 2.908  0.1843
61 C -4.250 -4.682 3.080  -0.5923
62 C -4.245 -5.890 3.761  -0.6367
63 C -3.056 -6.407 4.255  -0.4852
64 C -1.870 -5.711 4.076  -0.6874
65 C -1.874 -4.497 3.403  -0.0707
66 H -5.833 -0.827 2.692  0.4495
67 H -6.614 0.615 4.531  0.4074
68 H -5.044 1.336 6.298  0.4134
69 H -2.691 0.574 6.245  0.4559
70 H -1.908 -0.891 4.421  0.3625
71 H -5.179 -4.292 2.683  0.3986
72 H -5.171 -6.432 3.899  0.3899
73 H -3.052 -7.359 4.769  0.3804
74 H -0.940 -6.113 4.456  0.4158
75 H -0.944 -3.965 3.259  0.2736
76 C -1.050 -1.115 -0.572  -0.3483
77 C -1.299 -1.417 -1.955  1.2811
78 C -1.815 -2.667 -2.341  -0.3990
79 C -2.116 -2.935 -3.665  -0.6729
80 C -1.889 -1.977 -4.644  -0.3801
81 C -1.354 -0.746 -4.287  -0.6667
82 C -1.066 -0.466 -2.963  -0.3183
83 H -1.960 -3.428 -1.584  0.3972
84 H -2.521 -3.901 -3.939  0.3940
85 H -2.123 -2.190 -5.679  0.3874
86 H -1.162 0.000 -5.049  0.3814
87 H -0.655 0.498 -2.686  0.4198